(1)
Here is a molecular structure, C24H84N6O15 from the Open Molecules 2025 dataset. Energies are from ωB97M-V/def2-TZVPD.

The calculation puts the gap between HOMO and LUMO at 0.23568 Eh.

Geometry as ORCA input:
```
! RIJCOSX wB97M-V def2-TZVPD def2/J DEFGRID3
* xyz 0 1
C 3.4260 2.5035 -0.4311
C 4.1355 3.4024 0.6167
C 4.8157 2.7261 1.8631
O 5.5309 3.6279 2.6331
C 4.8468 4.2339 3.6774
N 5.2042 4.1090 -0.0761
H 3.0829 3.1314 -1.2534
H 2.5673 2.0437 0.0580
H 4.0202 1.6768 -0.8206
H 3.4610 4.1519 1.0309
H 5.6038 2.0882 1.4631
H 4.0818 2.1268 2.4020
H 5.6213 4.7719 4.2241
H 4.3929 3.6647 4.4886
H 4.0477 4.9098 3.3730
H 5.6958 3.4032 -0.6055
H 5.7702 4.3231 0.7325
C 6.2356 0.2189 -3.9046
C 5.7898 -0.0687 -2.4542
C 4.2397 0.0144 -2.2111
O 3.9666 0.1735 -0.8682
C 2.6165 -0.0863 -0.4160
N 6.3451 -1.3742 -2.0897
H 5.6815 -0.4262 -4.5864
H 7.3151 0.0851 -3.9746
H 6.0940 1.2395 -4.2603
H 6.2761 0.6857 -1.8358
H 3.7593 -0.7814 -2.7803
H 3.8920 0.9417 -2.6665
H 2.6766 0.1657 0.6428
H 2.4889 -1.1557 -0.5837
H 1.7582 0.3994 -0.8803
H 6.0524 -1.5535 -1.1399
H 7.3381 -1.2406 -1.9625
C 3.0274 0.9400 -4.5781
C 1.9846 0.3702 -3.6680
C 0.7181 1.2762 -3.5071
O 0.1248 1.1312 -2.2410
C -1.1458 1.7586 -2.1716
N 1.6484 -0.9663 -4.0012
H 3.5920 1.6405 -3.9628
H 2.5449 1.4779 -5.3942
H 3.7813 0.2451 -4.9481
H 2.4367 0.3855 -2.6763
H -0.0099 1.1893 -4.3137
H 0.9952 2.3302 -3.4875
H -1.7441 1.3387 -2.9802
H -1.0640 2.8263 -2.3755
H -1.7069 1.5831 -1.2538
H 2.4737 -1.5452 -4.0629
H 1.1707 -1.3010 -3.1766
C -1.9524 -3.6393 2.8790
C -2.7085 -2.3010 2.8153
C -4.2211 -2.4368 3.0677
O -4.7092 -1.0729 3.0126
C -6.0176 -1.0275 3.5307
N -2.0642 -1.4604 3.7975
H -0.8813 -3.5965 3.0769
H -2.2172 -4.2380 2.0075
H -2.3537 -4.1402 3.7599
H -2.6423 -1.8614 1.8201
H -4.3291 -2.8883 4.0539
H -4.7901 -2.9864 2.3179
H -6.7364 -1.7245 3.0998
H -6.3969 -0.0074 3.4702
H -5.9491 -1.2813 4.5885
H -1.2638 -0.9952 3.3939
H -2.6582 -0.6779 4.0323
C -4.4680 -1.6608 -0.4541
C -3.3195 -2.6021 -0.0818
C -3.7915 -4.0469 -0.4673
O -2.8707 -4.9822 0.1381
C -3.1042 -6.3280 -0.1016
N -2.0932 -2.3432 -0.8549
H -4.6904 -1.5910 -1.5188
H -4.1889 -0.6126 -0.3472
H -5.3908 -1.8777 0.0840
H -3.1305 -2.6410 0.9910
H -3.8620 -4.1963 -1.5447
H -4.7958 -4.2062 -0.0748
H -2.9725 -6.6114 -1.1458
H -4.1190 -6.5599 0.2219
H -2.4373 -6.9890 0.4520
H -2.3254 -2.6381 -1.7926
H -1.5767 -3.2084 -0.7858
C 0.4506 2.1773 0.4560
C 0.0090 0.7097 0.7517
C -1.5384 0.3921 0.7512
O -2.1996 0.9584 1.8381
C -3.4633 0.4194 2.1078
N 0.7239 -0.0612 -0.2024
H 1.5081 2.1903 0.1920
H 0.3160 2.8140 1.3303
H -0.1738 2.5978 -0.3323
H 0.4584 0.5121 1.7249
H -1.8070 -0.6638 0.7227
H -1.9916 0.6916 -0.1938
H -4.0739 1.1326 2.6615
H -3.3366 -0.5276 2.6326
H -4.0182 0.1319 1.2148
H 0.5028 0.1114 -1.1726
H 0.3835 -1.0090 -0.1246
O -3.7542 0.9468 -0.8363
H -3.0107 0.4635 -1.1967
H -3.4428 1.8493 -0.7668
O -2.0758 2.8982 0.9237
H -2.1169 1.9435 0.9790
H -2.6960 3.2039 1.5856
O 1.6848 3.1034 -1.8620
H 1.5454 2.2207 -1.5189
H 0.8158 3.3929 -2.1398
O -0.6824 -2.2192 0.9632
H -0.5385 -3.1601 0.8621
H -1.3570 -2.0089 0.3175
O -0.0969 -1.4593 3.0127
H 0.6422 -1.0547 2.5585
H -0.5911 -1.9001 2.3216
O -0.8770 1.6432 3.3470
H -1.3040 1.3701 2.5350
H -0.4277 2.4574 3.1198
O -2.3099 -0.4961 -1.6145
H -2.5513 -0.8741 -2.4602
H -2.2844 -1.2429 -1.0164
O 0.1264 -0.9946 -2.2711
H 0.0542 -0.0839 -2.5568
H -0.7666 -1.2427 -2.0319
O -3.7874 3.1215 2.2470
H -4.6459 2.8526 1.9200
H -3.9321 3.3106 3.1741
*
```

These are the Mulliken partial charges, in e, on atoms 1 to 8:
1. C 0.526
2. C -0.335
3. C -0.653
4. O -0.458
5. C -0.756
6. N -0.842
7. H 0.484
8. H -0.500

---

(2)
Here is 25 unconnected molecules or ions with the total composition C25H100O25 from the Open Molecules 2025 dataset. Energies are from ωB97M-V/def2-TZVPD.

The calculation puts the gap between HOMO and LUMO at 0.37280 Eh.

Geometry as ORCA input:
```
! RIJCOSX wB97M-V def2-TZVPD def2/J DEFGRID3
* xyz 0 1
C -6.3882 0.8441 1.5417
O -5.1648 1.4476 1.8752
H -6.5434 0.8496 0.5087
H -6.4252 -0.1887 1.9409
H -7.2159 1.2491 2.0688
H -4.7440 1.8033 1.0461
C -5.2007 -0.4396 4.8654
O -4.2617 -1.4609 4.5944
H -5.1753 -0.1224 5.9064
H -5.0320 0.4146 4.1642
H -6.2021 -0.8052 4.7296
H -4.4017 -2.2043 5.1791
C 1.8541 3.8504 -0.5638
O 2.2963 2.5757 -1.1128
H 2.1507 3.9559 0.4930
H 2.4821 4.6206 -1.0717
H 0.8448 4.0641 -0.7215
H 1.7747 1.8986 -0.7233
C -1.2970 1.9216 -5.2735
O -1.2023 2.5961 -4.0417
H -1.2301 0.8408 -5.0929
H -2.2636 2.1742 -5.7008
H -0.5052 2.2521 -6.0081
H -0.3213 3.0096 -3.9744
C 7.7068 0.7869 3.0351
O 7.2629 -0.3107 2.1588
H 6.9344 1.5020 3.3163
H 8.0908 0.2694 3.9085
H 8.5480 1.3297 2.5901
H 6.6083 -0.7449 2.6664
C 2.2100 4.4301 -4.3233
O 1.4374 3.3112 -3.9261
H 3.1621 4.0672 -4.6818
H 1.6590 5.0133 -5.0374
H 2.3392 5.0855 -3.4089
H 1.7614 2.9992 -3.0328
C 0.5971 4.0687 2.9204
O -0.4952 4.6948 2.2902
H 1.4659 4.0129 2.2575
H 0.9436 4.7448 3.6868
H 0.3185 3.1464 3.3183
H -1.2785 4.0961 2.2032
C -0.2042 -3.7527 -3.9616
O 0.1343 -3.1193 -2.6753
H 0.7789 -4.1371 -4.2533
H -0.9120 -4.6087 -3.8669
H -0.5837 -2.9830 -4.5766
H 0.9632 -2.5976 -2.8794
C 0.1620 7.1243 -0.7422
O 0.7699 6.4712 0.3928
H -0.3765 6.3396 -1.2436
H -0.5383 7.9146 -0.4282
H 0.9763 7.5967 -1.3468
H 0.0341 5.9371 0.7842
C 2.3183 -1.5749 3.5493
O 1.8066 -1.1873 4.8415
H 1.7073 -2.3651 3.1608
H 2.3027 -0.6879 2.8321
H 3.3314 -1.8063 3.7661
H 0.8855 -0.8891 4.8046
C 2.7246 -0.9998 -2.3166
O 2.3609 -1.7835 -3.4268
H 2.6329 -1.4713 -1.3304
H 3.7860 -0.7098 -2.3551
H 2.1279 -0.0785 -2.2795
H 2.8841 -2.5419 -3.5296
C -4.3722 2.8448 -3.8874
O -3.5721 2.5626 -2.7750
H -5.2913 3.1912 -3.4840
H -3.9605 3.6381 -4.4994
H -4.5918 1.9743 -4.5823
H -2.6108 2.5409 -3.0991
C 4.1117 1.9946 3.3662
O 4.6899 0.7681 3.8614
H 4.8888 2.6755 3.0446
H 3.4936 1.7983 2.5168
H 3.4717 2.5469 4.1165
H 4.3901 0.6520 4.7468
C 4.8540 -4.0799 -2.5789
O 3.6034 -4.6489 -2.9730
H 5.1789 -3.4052 -3.3013
H 4.6700 -3.5037 -1.6529
H 5.6098 -4.8839 -2.4452
H 3.0633 -4.7251 -2.1704
C -2.0664 -7.7056 -1.6806
O -2.2923 -6.5172 -0.9201
H -1.5876 -8.4879 -1.1093
H -2.9955 -8.2096 -2.0742
H -1.3084 -7.5141 -2.4911
H -2.7767 -5.8282 -1.4271
C -2.7539 -0.9478 -2.5163
O -2.1838 -2.1314 -2.0526
H -3.2184 -0.3920 -1.6909
H -2.0242 -0.2386 -2.9126
H -3.5567 -1.0921 -3.2295
H -1.2662 -2.3814 -2.3222
C -3.4131 4.0880 4.0578
O -2.9439 3.5062 2.8751
H -3.4033 3.4300 4.9524
H -2.6263 4.8162 4.2743
H -4.3964 4.5973 3.9438
H -3.3627 2.6575 2.6567
C 3.4564 -3.9525 1.7551
O 3.1192 -2.8521 0.8883
H 4.3017 -3.6297 2.4134
H 2.5867 -4.0950 2.3737
H 3.7439 -4.9035 1.2891
H 3.8980 -2.5115 0.4095
C -0.3419 -2.6684 0.6958
O 0.7805 -2.0813 0.0367
H -0.0232 -2.9626 1.6878
H -1.1396 -1.9513 0.7327
H -0.6772 -3.4664 0.0727
H 1.5916 -2.3860 0.4490
C -4.8706 -3.9517 -2.2502
O -3.5120 -4.3436 -2.1771
H -5.4096 -4.8007 -2.6910
H -5.3181 -3.8356 -1.2466
H -5.0616 -3.0227 -2.8379
H -3.0405 -3.4918 -2.0905
C 1.2761 -6.1490 -0.8595
O 1.7583 -4.8327 -1.0664
H 1.8651 -6.6419 -0.0624
H 0.2965 -6.1367 -0.2854
H 1.1986 -6.7555 -1.7893
H 1.1021 -4.2965 -1.5338
C -1.0240 0.5662 3.5949
O -1.1351 -0.4128 4.5760
H 0.0586 0.8737 3.6888
H -1.1605 0.0678 2.6156
H -1.6474 1.4754 3.6919
H -2.0386 -0.7535 4.5744
C 4.5642 0.2016 0.3681
O 5.0932 -1.0085 -0.2275
H 5.2159 0.6515 1.1231
H 4.3701 0.9293 -0.3986
H 3.6611 -0.1836 0.8631
H 5.9436 -1.2282 0.1459
C -4.7031 4.3467 0.3314
O -4.1331 3.1178 0.0240
H -5.8221 4.1179 0.5669
H -4.2267 4.6877 1.2616
H -4.4640 5.0741 -0.4363
H -4.0164 2.9111 -0.9240
C -0.7199 1.0236 0.0010
O 0.6100 0.7392 0.3315
H -1.0370 2.0716 0.3458
H -0.9522 0.9341 -1.0537
H -1.3771 0.3940 0.6232
H 0.7371 -0.2070 0.3722
*
```

These are the Mulliken partial charges, in e, on atoms 1 to 8:
1. C -0.828
2. O -0.303
3. H 0.334
4. H 0.229
5. H 0.330
6. H 0.173
7. C -0.338
8. O -0.481

---

(3)
Here is a molecular structure, C25H11Cl6N2O4Os from the Open Molecules 2025 dataset. Energies are from ωB97M-V/def2-TZVPD.

The calculation puts the gap between HOMO and LUMO (alpha / beta) at 0.30140 / 0.21912 Eh.

Geometry as ORCA input:
```
! RIJCOSX wB97M-V def2-TZVPD def2/J DEFGRID3
* xyz 1 5
Os 0.3820 0.5213 0.7008
O 0.5021 6.2300 1.0209
C 0.0847 5.9017 -0.1893
O -0.4607 6.6813 -0.9146
C 0.2459 4.4588 -0.6134
C -0.1668 3.9513 -1.8438
Cl -0.8684 4.8443 -3.0813
N 0.0473 2.6089 -1.8858
N 0.5643 2.2280 -0.6906
C 0.7001 3.3351 0.0624
C 1.3473 3.1158 1.4071
O 1.6762 4.0216 2.1231
O 1.5509 1.8355 1.6885
C -0.0588 1.6399 -2.9763
C -0.3240 2.0348 -4.2834
C -0.3980 1.0860 -5.2943
C -0.2007 -0.2556 -5.0274
C 0.0895 -0.6452 -3.7296
C 0.1624 0.2934 -2.7164
H 0.9225 5.4880 1.4966
H -0.4598 3.0642 -4.5396
H -0.6056 1.4164 -6.3040
H -0.2568 -0.9892 -5.8216
H 0.2673 -1.6872 -3.4981
H 0.4211 -0.0602 -1.7406
Cl -1.9380 1.9493 1.6708
C -2.4680 0.4950 0.8594
C -1.4555 -0.3003 0.3390
C -1.8223 -1.5139 -0.2286
Cl -0.5970 -2.5639 -0.8410
C -3.1563 -1.8935 -0.3023
Cl -3.5841 -3.3946 -1.0018
C -4.1521 -1.0482 0.2030
Cl -5.7901 -1.5051 0.1082
C -3.8056 0.1650 0.8052
Cl -4.9897 1.2061 1.4656
C 0.9663 -1.0541 1.5694
C 1.3753 -2.0642 2.1733
C 1.8494 -3.2038 2.8452
C 2.4356 -3.0697 4.1170
C 2.8928 -4.1933 4.7741
C 2.7734 -5.4447 4.1766
C 2.1929 -5.5836 2.9188
C 1.7299 -4.4715 2.2477
H 2.5210 -2.0864 4.5632
H 3.3441 -4.1001 5.7544
H 3.1390 -6.3216 4.6956
H 2.1034 -6.5646 2.4684
H 1.2716 -4.5577 1.2694
*
```

These are the Mulliken partial charges, in e, on atoms 1 to 8:
1. Os 0.411
2. O -0.507
3. C 0.414
4. O -0.535
5. C -0.080
6. C 0.510
7. Cl -0.127
8. N 0.519

---

Respective E values: -65869.9517; -78724.7180; -114865.4409 eV.
Respective largest force on an atom values: 10.57; 3.39; 1.00 eV/A.